Record 1
Density functional theory data (the ωB97M-V functional and the def2-TZVPD basis) for a structure of composition C63H58N8O2RbS2Sb.

Values from the calculation:
total energy = -4084.74633 Ha
max |F| = 0.74 eV Å⁻¹
HOMO energy = -5.52 eV
energy relative to the best compared isomer or geometry (same formula, charge and spin) = 0.00 kcal per mole
gap between HOMO and LUMO = 5.479 eV

Structure (ORCA input):
```
! wB97M-V def2-TZVPD RIJCOSX def2/J DEFGRID3
* xyz 0 1
Rb -0.773 -0.482 -0.208
C -6.870 -4.388 3.128
C -5.570 -3.723 2.760
C -4.985 -2.788 3.553
C -3.745 -2.156 3.226
C -3.280 -1.232 4.162
N -2.092 -0.700 4.388
C -0.784 -1.153 3.950
C -0.060 -1.905 5.070
C 1.398 -2.152 4.681
N 1.503 -2.815 3.402
C 1.922 -4.034 3.187
C 1.947 -4.614 1.914
C 2.481 -5.918 1.762
C 2.553 -6.531 0.547
C 3.138 -7.907 0.366
C 2.053 -5.824 -0.571
C 1.494 -4.575 -0.502
C 0.982 -3.973 -1.730
N 0.298 -2.915 -1.783
C -0.138 -2.438 -3.065
C -1.628 -2.087 -3.042
C -2.507 -3.167 -2.406
N -2.781 -2.838 -1.019
C -3.345 -3.687 -0.277
C -3.817 -3.391 1.081
C -4.936 -4.031 1.527
C -3.141 -2.394 1.910
O -2.153 -1.771 1.508
C 1.431 -3.870 0.768
O 0.966 -2.712 0.877
H -7.075 -4.284 4.192
H -6.851 -5.450 2.879
H -7.700 -3.935 2.579
H -5.448 -2.532 4.502
H -4.026 -0.891 4.876
H -2.066 0.054 5.060
H -0.204 -0.279 3.655
H -0.906 -1.784 3.078
H -0.568 -2.853 5.268
H -0.073 -1.316 5.992
H 1.903 -2.745 5.447
H 1.897 -1.187 4.602
H 1.204 -2.353 2.513
H 2.274 -4.604 4.045
H 2.848 -6.428 2.648
H 3.429 -8.335 1.324
H 4.020 -7.872 -0.277
H 2.415 -8.577 -0.105
H 2.106 -6.306 -1.544
H 1.231 -4.533 -2.648
H 0.067 -3.166 -3.869
H 0.432 -1.525 -3.280
H -1.953 -1.904 -4.069
H -1.771 -1.176 -2.458
H -2.047 -4.159 -2.504
H -3.466 -3.204 -2.935
H -3.603 -4.696 -0.644
H -5.402 -4.774 0.885
C -5.056 1.018 -2.827
C -4.215 0.356 -1.916
N -3.462 0.977 -1.041
C -3.500 2.326 -0.979
C -4.317 3.092 -1.860
C -5.093 2.383 -2.803
C -4.335 4.499 -1.779
C -3.579 5.122 -0.816
C -2.785 4.393 0.070
C -2.689 2.995 0.017
N -1.810 2.276 0.746
C -1.460 2.569 1.998
C -2.295 3.232 2.924
C -1.927 3.436 4.248
C -0.704 3.019 4.733
C 0.177 2.344 3.868
C 1.446 1.884 4.290
C 2.218 1.143 3.441
C 1.726 0.862 2.153
N 0.592 1.341 1.695
C -0.193 2.075 2.512
H -5.653 0.446 -3.526
H -4.164 -0.729 -1.896
H -5.716 2.943 -3.493
H -4.947 5.066 -2.471
H -3.596 6.204 -0.739
H -2.189 4.916 0.808
H -3.268 3.562 2.584
H -2.622 3.937 4.914
H -0.410 3.202 5.761
H 1.783 2.125 5.293
H 3.200 0.785 3.730
H 2.290 0.225 1.477
S -1.702 2.897 -4.754
C -1.341 3.668 -3.265
C -0.774 2.777 -2.413
N -0.600 1.515 -2.917
C -1.048 1.431 -4.125
H -1.595 4.702 -3.101
H -0.496 2.968 -1.387
H -1.016 0.533 -4.727
S 3.035 -0.316 -1.108
Sb 3.236 1.820 -1.800
C 5.358 2.102 -1.921
C 5.996 2.283 -3.142
C 7.383 2.292 -3.207
C 8.135 2.115 -2.056
C 7.501 1.925 -0.835
C 6.117 1.912 -0.771
C 2.604 3.548 -0.693
C 3.121 3.701 0.586
C 2.738 4.782 1.363
C 1.835 5.711 0.864
C 1.341 5.572 -0.423
C 1.729 4.494 -1.207
C 2.763 1.950 -3.877
C 2.724 0.729 -4.537
C 2.550 0.690 -5.912
C 2.403 1.873 -6.625
C 2.437 3.091 -5.962
C 2.624 3.134 -4.586
H 5.412 2.411 -4.046
H 7.878 2.429 -4.160
H 9.216 2.112 -2.109
H 8.087 1.774 0.063
H 5.624 1.728 0.177
H 3.819 2.975 0.983
H 3.130 4.892 2.366
H 1.519 6.543 1.480
H 0.646 6.301 -0.820
H 1.339 4.399 -2.212
H 2.833 -0.187 -3.966
H 2.528 -0.264 -6.424
H 2.259 1.846 -7.698
H 2.322 4.014 -6.516
H 2.657 4.092 -4.080
*
```


Record 2
Density functional theory data (the ωB97M-V functional and the def2-TZVPD basis) for a structure of composition C63H67BN6OP2S3Tc.

Values from the calculation:
total energy = -4826.43283 Ha
max |F| = 0.46 eV Å⁻¹
⟨S²⟩ = 3.789
HOMO energy (alpha / beta) = -17.36 / -17.64 eV
gap between HOMO and LUMO (alpha / beta) = 6.664 / 6.957 eV

Structure (ORCA input):
```
! wB97M-V def2-TZVPD RIJCOSX def2/J DEFGRID3
* xyz 4 4
Tc 0.188 -0.691 1.251
C 1.952 -5.501 -0.308
C 2.726 -4.222 -0.259
C 4.066 -4.174 -0.527
C 4.789 -2.960 -0.460
N 4.201 -1.853 -0.066
N 2.893 -1.896 0.209
B 2.305 -0.562 0.732
N 2.377 0.592 -0.291
N 3.079 0.425 -1.411
C 3.322 1.483 -2.148
C 2.934 2.773 -1.704
C 2.122 2.928 -0.614
C 1.607 4.250 -0.145
C 1.775 1.734 0.055
S 0.566 1.659 1.317
C 4.034 1.298 -3.471
C 5.389 2.017 -3.396
C 4.248 -0.182 -3.773
C 3.171 1.922 -4.578
N 3.054 -0.111 2.033
N 4.133 0.643 1.838
C 4.827 1.029 2.888
C 4.494 0.551 4.176
C 3.363 -0.196 4.386
C 2.928 -0.640 5.745
C 2.598 -0.464 3.232
S 1.022 -1.208 3.327
C 5.986 1.982 2.650
C 5.641 2.931 1.498
C 6.279 2.798 3.914
C 7.219 1.147 2.279
C 2.137 -2.989 0.105
S 0.423 -2.871 0.428
C 6.253 -2.926 -0.846
C 6.839 -1.530 -0.667
C 7.022 -3.918 0.041
C 6.360 -3.361 -2.318
H 2.360 -6.161 -1.071
H 2.029 -6.014 0.652
H 0.897 -5.339 -0.518
H 4.590 -5.084 -0.786
H 3.272 3.643 -2.250
H 1.996 5.057 -0.762
H 0.517 4.275 -0.186
H 1.899 4.431 0.890
H 5.979 1.664 -2.548
H 5.954 1.818 -4.305
H 5.278 3.098 -3.312
H 4.874 -0.653 -3.018
H 3.302 -0.724 -3.817
H 4.742 -0.280 -4.738
H 2.981 2.983 -4.410
H 3.689 1.833 -5.531
H 2.213 1.405 -4.668
H 5.124 0.805 5.017
H 3.796 -0.842 6.370
H 2.348 0.148 6.228
H 2.315 -1.538 5.708
H 4.763 3.536 1.736
H 6.477 3.608 1.332
H 5.454 2.385 0.574
H 5.381 3.270 4.317
H 6.743 2.197 4.696
H 6.983 3.591 3.669
H 7.036 0.581 1.368
H 8.067 1.809 2.108
H 7.491 0.456 3.078
H 6.908 -1.277 0.389
H 7.843 -1.506 -1.088
H 6.236 -0.765 -1.157
H 6.858 -3.716 1.100
H 6.752 -4.954 -0.162
H 8.089 -3.820 -0.156
H 5.781 -2.711 -2.974
H 7.402 -3.313 -2.630
H 6.023 -4.387 -2.469
O -4.815 0.429 2.456
C -4.199 1.671 2.313
C -3.685 2.368 3.386
C -3.125 3.620 3.152
C -3.070 4.155 1.871
C -3.586 3.447 0.798
C -4.155 2.191 1.023
P -5.011 1.325 -0.280
C -6.762 1.609 -0.218
C -7.588 0.989 -1.163
C -8.946 1.242 -1.149
C -9.479 2.107 -0.197
C -8.660 2.722 0.739
C -7.295 2.477 0.736
C -4.328 1.837 -1.848
C -5.116 2.547 -2.755
C -4.548 3.016 -3.931
C -3.209 2.780 -4.200
C -2.419 2.087 -3.287
C -2.971 1.622 -2.110
C -3.931 -0.635 2.549
C -3.421 -1.045 3.766
C -2.617 -2.177 3.805
C -2.330 -2.885 2.644
C -2.840 -2.465 1.422
C -3.637 -1.312 1.366
P -4.676 -0.921 -0.062
C -6.227 -1.770 0.197
C -7.221 -1.257 1.035
C -8.321 -2.040 1.339
C -8.427 -3.329 0.829
C -7.426 -3.848 0.019
C -6.321 -3.077 -0.299
C -3.908 -1.429 -1.593
C -4.730 -1.591 -2.711
C -4.180 -1.929 -3.936
C -2.809 -2.113 -4.052
C -1.989 -1.957 -2.940
C -2.533 -1.609 -1.716
H -3.753 1.968 4.387
H -2.743 4.190 3.988
H -2.646 5.136 1.714
H -3.568 3.868 -0.198
H -7.174 0.321 -1.910
H -9.592 0.771 -1.876
H -10.541 2.306 -0.192
H -9.083 3.396 1.471
H -6.658 2.959 1.466
H -6.159 2.742 -2.552
H -5.155 3.570 -4.633
H -2.777 3.142 -5.122
H -1.372 1.914 -3.500
H -2.346 1.104 -1.389
H -3.688 -0.520 4.672
H -2.241 -2.528 4.757
H -1.731 -3.784 2.692
H -2.650 -3.048 0.531
H -7.142 -0.266 1.460
H -9.097 -1.644 1.978
H -9.290 -3.934 1.072
H -7.506 -4.854 -0.368
H -5.547 -3.495 -0.928
H -5.802 -1.462 -2.628
H -4.822 -2.061 -4.795
H -2.381 -2.391 -5.005
H -0.923 -2.125 -3.023
H -1.864 -1.541 -0.867
*
```


- Look up the total energy of the second one.
  -4826.43283 Ha


- Which formula does entry 1 have?
  C63H58N8O2RbS2Sb


- Look up the total energy of the first one.
  -4084.74633 Ha


- Look up the total energy of the second one.
  -4826.43283 Ha